No. 1
The following is a quantum chemistry calculation of C29H31AuClN2PSeSi as an isolated structure, from OMol25.

multiplicity	3
net charge	+2

Geometry as XYZ:
```
67
Properties=species:S:1:pos:R:3:forces:R:3
Au 0.908112 -1.050790 0.228253 0.03 0.12 0.27
Cl -1.439793 0.528958 1.846925 -0.35 0.08 -0.08
C -0.977483 -0.017729 3.427653 0.33 -0.11 0.32
C -1.950876 -0.149619 4.400298 -0.06 0.03 -0.10
C -1.583496 -0.571771 5.669006 0.07 -0.02 -0.03
C -0.254057 -0.843075 5.956563 -0.03 -0.01 0.15
C 0.715569 -0.715083 4.976707 0.03 0.05 -0.12
C 0.369193 -0.297897 3.691392 -0.28 -0.05 -0.34
P 1.617574 -0.195523 2.378952 0.13 -0.15 0.02
C 2.118547 1.528544 2.227445 0.00 0.00 -0.13
C 1.539993 2.555500 2.966887 0.05 -0.13 0.03
C 2.022668 3.849378 2.828330 -0.05 0.05 0.03
C 3.066341 4.115311 1.954096 0.00 0.04 -0.05
C 3.628739 3.093372 1.195844 0.01 -0.03 -0.03
C 3.151959 1.800977 1.324891 -0.14 0.02 0.03
C 3.050076 -1.100739 2.996174 -0.04 0.00 -0.13
C 3.073558 -2.484409 2.814694 -0.02 0.12 0.00
C 4.132548 -3.227566 3.305738 -0.02 -0.06 -0.02
C 5.175052 -2.590939 3.966809 -0.04 -0.01 -0.03
C 5.152732 -1.214889 4.147232 0.11 -0.02 0.04
C 4.095131 -0.462223 3.661815 -0.10 -0.02 0.02
H -2.982355 0.075584 4.165915 0.01 -0.01 0.00
H -2.342446 -0.693176 6.429641 0.01 0.03 0.02
H 0.028361 -1.157921 6.951900 0.01 -0.02 -0.02
H 1.750236 -0.936603 5.203573 -0.02 -0.04 0.02
H 0.734015 2.340438 3.658078 0.02 0.03 0.02
H 1.588754 4.646701 3.417087 0.01 0.01 -0.01
H 3.446901 5.123454 1.856957 -0.01 0.00 0.02
H 4.440769 3.303749 0.512840 0.00 0.01 0.00
H 3.575693 0.992671 0.737876 0.09 0.05 0.01
H 2.260078 -2.966611 2.283796 0.04 -0.07 0.01
H 4.149209 -4.300264 3.167006 0.02 0.01 0.00
H 6.010748 -3.171559 4.333394 -0.01 0.01 0.03
H 5.967194 -0.729730 4.668438 -0.01 0.03 -0.02
H 4.080051 0.610456 3.805960 0.02 0.01 0.00
C 0.747122 -4.153350 -1.312531 -0.04 0.30 0.19
Si -0.420173 -3.029765 -0.359369 -0.41 -0.65 0.13
C -1.997788 -2.714102 -1.332230 0.35 0.30 0.06
C -0.846709 -3.594952 1.395966 0.14 0.10 -0.27
H 0.318149 -5.159292 -1.340541 -0.05 0.00 0.03
H 1.737900 -4.220453 -0.863196 -0.02 -0.03 0.03
H 0.862771 -3.809275 -2.340761 -0.01 0.01 0.01
H -2.520811 -3.667847 -1.447365 0.05 -0.06 0.05
H -1.794711 -2.327163 -2.331587 0.01 -0.03 0.00
H -2.673013 -2.024053 -0.824992 0.02 -0.02 0.05
H -0.879670 -4.686860 1.436270 -0.01 -0.01 -0.04
H -1.827277 -3.217777 1.691054 0.00 0.04 -0.05
H -0.129261 -3.261590 2.147276 0.03 -0.04 -0.01
C -3.235439 3.717237 0.103828 -0.15 0.03 0.37
N -2.666519 3.567393 -1.223324 0.02 0.05 -0.20
C -1.410709 3.182117 -1.521391 0.20 -0.16 -0.01
Se -0.065484 2.686602 -0.355718 0.08 0.19 0.00
N -1.282248 3.177560 -2.864909 -0.17 0.11 -0.12
C -2.459997 3.573469 -3.454117 -0.10 0.02 0.28
C -2.838779 3.737516 -4.782626 -0.07 0.04 -0.19
C -4.134469 4.148761 -5.003285 0.19 -0.06 -0.06
C -5.029706 4.390184 -3.943163 -0.06 0.03 0.21
C -4.662506 4.223316 -2.626755 -0.17 0.06 -0.03
C -3.352460 3.812242 -2.395670 0.19 -0.05 -0.16
H -2.449518 3.619919 0.847277 0.03 -0.01 -0.05
H -3.992881 2.954604 0.281697 0.03 -0.03 -0.09
H -3.693897 4.700113 0.196713 0.04 0.01 -0.08
H -0.415639 2.975813 -3.340739 0.02 -0.08 0.06
H -2.156039 3.551910 -5.600209 0.00 0.01 0.01
H -4.478792 4.289314 -6.018441 0.01 0.01 0.00
H -6.032964 4.722593 -4.171237 0.00 -0.03 -0.01
H -5.358046 4.405128 -1.819279 0.01 0.01 0.00
```
Forces are in eV/Å.

These are the natural (NBO) partial charges, in e, on atoms 1 to 6: 0.290, -0.001, -0.008, -0.227, -0.149, -0.211


No. 2
The following is a quantum chemistry calculation of C29H31AuIN2O4PS2 as an isolated structure, from OMol25.

multiplicity	3
net charge	0

Geometry as XYZ:
```
71
Properties=species:S:1:pos:R:3:forces:R:3
Au 1.910385 -0.493272 -1.177018 -0.06 -0.25 0.34
I 3.274236 -3.801931 -1.745636 -0.01 -0.10 -0.06
C 3.509000 -1.690701 -1.635927 0.00 -0.02 -0.05
H 3.844623 -1.411657 -2.632824 0.04 0.06 0.02
H 4.296313 -1.515438 -0.907789 0.02 -0.03 -0.03
C -2.320050 -0.641850 -4.132890 -0.01 -0.18 0.00
O -1.627166 -1.910824 -4.281768 0.04 0.14 -0.01
C -0.327787 -1.896572 -4.177663 -0.17 -0.22 -0.03
S 0.617464 -3.255806 -4.338325 -0.07 -0.13 -0.04
S 0.674841 -0.596821 -3.903354 0.22 0.35 -0.09
H -3.356905 -0.877257 -4.346727 -0.03 0.04 0.01
H -1.929012 0.067629 -4.859954 -0.01 0.02 -0.02
H -2.187227 -0.270816 -3.118339 -0.03 -0.01 -0.07
C 1.793708 -4.877576 4.053260 -0.02 0.03 0.00
C 2.451408 -4.887310 2.835486 -0.02 0.07 -0.02
C 2.265712 -3.842870 1.934994 0.04 0.00 0.05
C 1.420845 -2.788387 2.250862 0.09 -0.02 -0.01
C 0.766535 -2.779696 3.484555 -0.06 0.02 0.02
C 0.949872 -3.819325 4.378284 0.04 -0.03 -0.03
P 1.092744 -1.434267 1.068116 -0.33 0.46 -0.04
C 1.195647 0.034133 2.147833 0.06 -0.12 0.02
C 0.276504 1.077552 2.150171 -0.06 0.04 -0.04
C 0.491708 2.208262 2.928339 0.03 -0.06 -0.01
C 1.635064 2.313570 3.704816 0.00 -0.04 -0.02
C 2.563387 1.280351 3.702301 -0.02 0.02 0.00
C 2.345123 0.151526 2.931586 0.03 -0.04 0.03
C -0.642080 -1.712341 0.577509 0.10 -0.11 -0.08
C -1.762436 -1.322035 1.305563 0.01 -0.05 0.11
C -3.036415 -1.599347 0.832070 0.03 -0.01 -0.07
C -3.203178 -2.282977 -0.365045 0.07 0.03 0.05
C -2.091495 -2.697260 -1.084311 0.01 -0.04 0.02
C -0.817514 -2.410675 -0.618266 -0.01 0.06 -0.03
H 1.937757 -5.689486 4.754134 0.00 0.00 0.01
H 3.113392 -5.703590 2.578450 0.01 0.00 -0.01
H 2.780720 -3.853715 0.986579 0.02 -0.02 -0.03
H 0.114757 -1.955745 3.750378 0.01 0.00 -0.01
H 0.436965 -3.805358 5.330892 0.00 0.00 0.01
H -0.607514 1.025099 1.532558 -0.04 -0.02 -0.01
H -0.237145 3.008361 2.918858 -0.01 0.02 0.00
H 1.804838 3.196517 4.306882 0.00 0.00 0.00
H 3.462608 1.355685 4.299332 0.00 0.00 0.00
H 3.080480 -0.645111 2.941489 -0.02 -0.01 -0.02
H -1.655924 -0.805001 2.250288 0.04 0.01 0.01
H -3.899935 -1.278453 1.400083 0.00 0.00 0.01
H -4.198623 -2.494656 -0.733033 -0.01 0.00 -0.01
H -2.212087 -3.234336 -2.016945 0.00 0.00 0.03
H 0.047692 -2.718289 -1.201829 -0.05 -0.01 0.05
C 0.350984 3.384901 -3.449421 0.08 -0.02 -0.05
C -1.037946 3.336755 -2.829338 -0.08 -0.02 -0.07
C -1.104525 2.956252 -1.329228 0.11 -0.05 0.24
C -2.559745 3.081784 -0.862424 0.01 0.03 -0.01
C -2.798272 2.676592 0.584984 0.03 0.00 0.04
C -0.234374 3.952103 -0.586750 -0.07 0.06 -0.04
O -0.591702 5.085024 -0.351330 0.01 0.03 0.06
N 1.025452 3.522375 -0.257227 -0.06 -0.04 0.02
C 1.540281 2.251088 -0.481916 -0.26 -0.25 -0.10
O 2.716096 2.028880 -0.261013 0.12 0.12 0.07
N 0.691528 1.258428 -0.920574 0.18 0.45 0.12
C -0.616832 1.510463 -1.206354 0.10 -0.13 -0.19
O -1.396741 0.605524 -1.460321 0.00 0.03 0.08
H 0.279478 3.653877 -4.503410 -0.01 -0.01 0.00
H 0.859959 2.420241 -3.391418 -0.03 0.02 0.01
H 0.986341 4.130568 -2.968151 -0.02 0.00 0.00
H -1.662611 2.609714 -3.355130 0.01 0.02 -0.02
H -1.522017 4.311507 -2.921988 0.01 0.00 -0.01
H -3.165882 2.463224 -1.524355 -0.02 -0.01 0.00
H -2.852787 4.121978 -1.008870 0.00 0.00 0.00
H -2.600787 1.614237 0.732096 0.02 -0.04 -0.01
H -3.834836 2.856795 0.871560 0.00 0.01 -0.03
H -2.171360 3.255272 1.267736 0.02 0.00 0.00
H 1.658463 4.194486 0.154816 -0.01 -0.04 -0.03
```
Forces are in eV/Å.

These are the natural (NBO) partial charges, in e, on atoms 1 to 6: 0.903, 0.069, -0.900, 0.213, 0.210, -0.289


No. 3
The following is a quantum chemistry calculation of C29H31BFeO5 as an isolated structure, from OMol25.

multiplicity	5
net charge	+2

Geometry as XYZ:
```
67
Properties=species:S:1:pos:R:3:forces:R:3
C -1.613145 -1.478022 -1.652709 0.09 -0.08 -0.11
C -1.455418 -0.174451 -2.440277 -0.79 0.35 -0.06
C -2.063911 -0.333116 -3.837161 0.31 0.08 0.20
C -2.044866 1.056368 -1.617678 -0.40 -0.36 -0.49
C -2.234807 2.277827 -2.520732 0.02 -0.09 0.03
C -3.347055 0.739846 -0.876533 0.33 0.12 -0.08
O -1.019465 1.360826 -0.669715 1.19 -1.17 -0.98
B 0.248190 0.990473 -1.372995 -2.74 -0.47 -1.29
C 0.987317 2.332904 -1.836470 0.59 0.30 0.18
C 1.788563 2.362450 -2.952243 0.15 -0.41 -0.25
C 2.480561 3.513661 -3.271228 0.16 0.14 -0.12
C 2.358531 4.632998 -2.470112 0.14 0.21 -0.08
C 1.538294 4.603801 -1.358790 0.06 0.24 0.06
C 0.852883 3.448173 -1.044266 -0.11 0.21 0.37
C 1.221700 0.178360 -0.344978 1.51 -0.54 0.91
C 2.490678 -0.220307 -0.999894 -0.33 0.10 0.29
C 3.614891 0.587663 -0.914672 0.15 0.20 0.06
C 4.775065 0.254802 -1.582893 0.15 0.22 0.15
C 4.824816 -0.893036 -2.346800 0.31 -0.02 -0.15
C 3.712360 -1.703275 -2.444373 -0.22 -0.32 -0.05
C 2.552045 -1.365366 -1.778555 0.04 -0.27 -0.10
O -0.057781 0.115962 -2.551680 -0.35 1.13 2.06
H -2.647948 -1.814516 -1.654832 -0.10 0.01 -0.05
H -1.001895 -2.264796 -2.093029 0.05 0.02 -0.10
H -1.300511 -1.341460 -0.619316 0.07 0.03 0.20
H -3.136876 -0.508357 -3.780857 -0.09 0.02 0.06
H -1.885892 0.549121 -4.448574 0.02 0.00 0.05
H -1.610981 -1.181479 -4.348774 0.04 -0.06 0.06
H -3.044222 2.119865 -3.230695 -0.06 -0.02 -0.02
H -2.475774 3.157110 -1.924156 0.03 -0.04 0.10
H -1.319727 2.485180 -3.074139 -0.04 0.03 -0.04
H -4.129223 0.428925 -1.566402 -0.03 -0.03 -0.05
H -3.196339 -0.043304 -0.136445 0.02 -0.18 0.01
H -3.696217 1.622226 -0.342384 0.01 0.13 -0.07
H 1.877353 1.476339 -3.556250 0.10 -0.16 -0.23
H 3.123175 3.535443 -4.137155 0.04 0.00 -0.14
H 2.904587 5.530650 -2.712120 0.06 0.12 -0.05
H 1.439494 5.477723 -0.734482 -0.02 0.13 0.08
H 0.208349 3.403046 -0.183190 -0.11 0.12 0.20
H 1.394297 0.851185 0.494675 0.01 0.25 0.00
H 0.670946 -0.687533 0.018061 -0.31 -0.16 -0.19
H 3.565779 1.494641 -0.336533 0.01 0.25 0.12
H 5.639841 0.895510 -1.513480 0.09 0.08 0.02
H 5.729365 -1.151907 -2.873226 0.11 -0.03 -0.08
H 3.748075 -2.598085 -3.045381 -0.01 -0.10 -0.09
H 1.673731 -1.980203 -1.874558 -0.22 -0.15 -0.09
O -4.430902 -2.300192 5.043888 2.19 0.21 -0.90
C -3.382827 -2.202683 4.610690 -5.45 -0.47 2.26
Fe -1.640840 -2.054767 3.923637 1.08 0.06 0.57
C -2.229914 -3.110619 2.487648 -1.75 -3.37 -4.62
O -2.575216 -3.759749 1.618715 0.74 1.38 1.83
C -2.093664 -0.501664 3.015478 -1.20 5.00 -2.87
O -2.360030 0.458848 2.465799 0.58 -2.20 1.27
C 0.479461 -2.237039 3.276337 1.43 -0.31 -0.02
C 0.642076 -0.939951 3.806782 0.10 -0.40 0.01
C 0.025157 -0.423892 4.945033 -0.05 -0.28 0.32
C -0.888245 -1.094385 5.786189 0.73 0.25 1.22
C -1.153521 -2.483568 5.937318 0.62 0.04 0.44
C -0.733645 -3.553094 5.103222 0.46 -0.33 0.40
C -0.029039 -3.422215 3.877735 0.70 -0.04 0.29
H 0.957217 -2.391208 2.305506 -0.23 0.03 0.14
H 1.221037 -0.241976 3.212000 0.00 -0.05 -0.13
H 0.178915 0.631404 5.141443 -0.08 0.02 0.04
H -1.356209 -0.459854 6.543922 0.01 -0.21 -0.24
H -1.806119 -2.753823 6.774369 0.18 0.08 -0.31
H -1.059877 -4.561751 5.386012 0.12 0.41 -0.13
H 0.097353 -4.341663 3.296280 -0.09 0.31 0.17
```
Forces are in eV/Å.

These are the natural (NBO) partial charges, in e, on atoms 1 to 6: -0.633, 0.252, -0.632, 0.260, -0.645, -0.624


Number 1: calculated total energy -132270.747 eV. Number 2: calculated total energy -84498.737 eV. Number 3: calculated total energy -75856.662 eV.